1.
A structure of composition C9H15Cl2I3N3O2P. Source: the OMol25 dataset; level of theory: ωB97M-V/def2-TZVPD.

Orbital gap, eV: 4.72
E_HOMO, eV: -5.9
DFT total energy, a.u.: -2821.48877
Charge: 0
LUMO energy, eV: -1.175

Atoms and positions in Å:
C (1.359, -0.328, 3.513)
C (-0.019, 0.272, 3.215)
Cl (-0.796, 0.484, 4.775)
C (-0.870, -0.628, 2.299)
Cl (-2.619, -0.435, 2.504)
C (-0.537, -0.380, 0.825)
C (-1.149, 0.879, 0.208)
C (-1.114, 0.646, -1.303)
P (-2.610, -0.444, -1.775)
O (-1.882, -1.810, -2.308)
I (-3.359, 0.629, -3.823)
N (0.154, -0.092, -1.669)
C (0.526, 0.127, -3.069)
C (1.186, -1.132, -3.612)
O (2.248, -1.465, -3.208)
I (0.204, -2.314, -5.075)
C (1.149, 0.077, -0.762)
N (2.354, 0.570, -1.045)
N (0.903, -0.314, 0.516)
H (1.265, -1.105, 4.266)
H (1.880, -0.732, 2.649)
H (1.958, 0.461, 3.965)
H (0.015, 1.294, 2.823)
H (-0.681, -1.669, 2.555)
H (-0.934, -1.230, 0.267)
H (-0.525, 1.731, 0.488)
H (-2.167, 1.080, 0.520)
H (-1.166, 1.620, -1.787)
H (-1.580, -2.339, -1.558)
H (1.195, 0.976, -3.218)
H (-0.372, 0.327, -3.646)
H (2.799, 0.470, -1.941)
H (2.905, 1.004, -0.322)
H (1.373, 0.375, 1.104)
I (-1.090, 3.395, 3.628)


2.
A structure of composition C20H10ClN4O2PdS2. Source: the OMol25 dataset; level of theory: ωB97M-V/def2-TZVPD.

Orbital gap (spin up / spin down), eV: 4.60 / 5.85
E_HOMO (spin up / spin down), eV: -11.4 / -14.8
DFT total energy, a.u.: -2521.39152
Multiplicity: 6
ΔE to the lowest compared entry with this formula, charge and spin, kcal/mol: 2.3
Charge: +2
LUMO energy (spin up / spin down), eV: -6.755 / -8.927

Atoms and positions in Å:
Pd (0.216, -1.413, -0.787)
Cl (6.129, -1.124, 3.728)
C (5.046, -1.183, 2.440)
C (5.521, -1.158, 1.110)
C (4.635, -1.206, 0.081)
C (3.205, -1.284, 0.305)
O (2.448, -1.323, -0.690)
C (2.742, -1.311, 1.688)
C (1.342, -1.391, 2.095)
O (0.347, -1.462, 1.384)
C (3.661, -1.259, 2.706)
H (6.586, -1.101, 0.931)
H (4.963, -1.191, -0.950)
H (1.176, -1.394, 3.181)
H (3.336, -1.276, 3.740)
S (-4.977, 4.195, -0.727)
N (-5.187, 2.457, -0.719)
C (-3.995, 1.975, -0.749)
C (-3.671, 0.552, -0.763)
C (-4.649, -0.441, -0.754)
C (-4.260, -1.763, -0.779)
C (-2.901, -2.060, -0.810)
N (-1.963, -1.122, -0.816)
C (-2.324, 0.177, -0.793)
C (-1.273, 1.177, -0.817)
N (0.002, 0.758, -0.855)
C (0.989, 1.646, -0.909)
C (0.768, 3.033, -0.913)
C (-0.512, 3.502, -0.863)
C (-1.590, 2.570, -0.816)
C (-2.916, 2.954, -0.777)
N (-3.380, 4.275, -0.764)
H (-5.693, -0.157, -0.732)
H (-4.983, -2.565, -0.776)
H (-2.560, -3.087, -0.829)
H (1.992, 1.244, -0.963)
H (1.614, 3.703, -0.962)
H (-0.738, 4.560, -0.864)
S (0.502, -4.994, -1.170)
C (0.355, -3.512, -1.040)


3.
A structure of composition C21H18Cl2EuF3N5O11P2S. Source: the OMol25 dataset; level of theory: ωB97M-V/def2-TZVPD.

Orbital gap (spin up / spin down), eV: 3.80 / 5.58
E_HOMO (spin up / spin down), eV: -2.0 / -6.1
DFT total energy, a.u.: -4924.06339
Multiplicity: 7
Charge: -1
LUMO energy (spin up / spin down), eV: 1.804 / -0.537

Atoms and positions in Å:
Eu (9.981, 9.189, 10.136)
Cl (12.834, 14.175, 14.674)
C (12.741, 12.783, 13.646)
C (11.559, 12.518, 12.974)
C (11.385, 11.367, 12.257)
N (10.133, 10.895, 11.776)
C (9.016, 11.256, 12.448)
O (8.816, 12.265, 13.120)
C (7.948, 10.177, 12.444)
C (6.732, 10.430, 13.034)
C (5.867, 9.378, 13.219)
C (6.223, 8.105, 12.767)
C (7.450, 7.958, 12.154)
N (8.296, 8.949, 11.971)
C (12.476, 10.489, 12.092)
C (13.705, 10.829, 12.682)
C (13.809, 11.956, 13.488)
Cl (15.341, 12.330, 14.288)
N (12.188, 9.323, 11.369)
C (13.105, 8.357, 11.283)
O (14.162, 8.178, 11.903)
C (12.810, 7.364, 10.187)
C (13.804, 6.597, 9.634)
C (13.511, 5.748, 8.601)
C (12.197, 5.590, 8.185)
C (11.236, 6.397, 8.788)
N (11.538, 7.300, 9.733)
H (10.770, 13.262, 13.047)
H (6.563, 11.448, 13.381)
H (4.909, 9.520, 13.697)
H (5.559, 7.252, 12.933)
H (7.771, 6.998, 11.805)
H (14.545, 10.152, 12.576)
H (14.790, 6.719, 10.016)
H (14.321, 5.194, 8.132)
H (11.918, 4.895, 7.418)
H (10.192, 6.385, 8.464)
N (10.622, 11.674, 5.611)
C (9.985, 11.961, 6.943)
C (9.442, 13.408, 6.832)
P (11.496, 11.769, 8.065)
O (11.491, 13.130, 8.901)
O (12.582, 11.833, 7.034)
O (11.375, 10.561, 8.933)
P (8.527, 10.790, 7.197)
O (9.062, 9.564, 6.226)
O (7.190, 11.302, 6.809)
O (8.716, 10.355, 8.634)
H (11.678, 11.658, 5.903)
H (10.438, 12.397, 4.922)
H (10.347, 10.741, 5.276)
H (10.246, 14.145, 6.832)
H (8.748, 13.614, 7.672)
H (8.887, 13.467, 5.897)
H (11.318, 12.866, 9.838)
H (8.589, 8.727, 6.338)
F (5.316, 5.193, 8.447)
C (6.342, 5.636, 9.202)
F (5.916, 5.652, 10.461)
F (7.295, 4.712, 9.111)
S (6.934, 7.293, 8.726)
O (5.832, 8.072, 9.125)
O (7.234, 7.107, 7.331)
O (8.156, 7.383, 9.546)


4.
A structure of composition C50H53Ge2MoNO3S6. Source: the OMol25 dataset; level of theory: ωB97M-V/def2-TZVPD.

Orbital gap, eV: 5.81
E_HOMO, eV: -13.0
DFT total energy, a.u.: -8828.42302
ΔE to the lowest compared entry with this formula, charge and spin, kcal/mol: 19.9
Charge: +2
LUMO energy, eV: -7.206

Atoms and positions in Å:
Mo (1.082, 0.763, 1.272)
C (0.926, 3.652, 9.392)
C (0.137, 2.591, 8.667)
C (0.398, 1.242, 8.862)
C (-0.326, 0.252, 8.202)
C (-0.011, -1.206, 8.434)
C (-1.331, 0.634, 7.312)
C (-1.612, 1.989, 7.089)
C (-2.679, 2.410, 6.107)
C (-0.876, 2.944, 7.777)
C (-2.205, -0.411, 6.709)
C (-3.301, -0.828, 7.468)
C (-4.199, -1.786, 7.020)
C (-4.035, -2.383, 5.781)
C (-2.954, -2.007, 4.999)
C (-2.060, -1.023, 5.463)
Ge (-0.809, -0.924, 3.970)
S (-1.107, 0.255, 2.149)
S (2.112, 0.701, 5.748)
Ge (2.662, -0.734, 4.065)
S (1.327, -1.027, 0.168)
S (1.016, -2.226, 3.958)
C (4.561, -1.047, 3.820)
C (5.398, -0.207, 3.062)
C (6.755, -0.496, 3.043)
C (7.263, -1.583, 3.742)
C (6.430, -2.399, 4.486)
C (5.064, -2.140, 4.541)
C (4.140, -2.973, 5.364)
C (3.561, -4.132, 4.828)
C (3.870, -4.593, 3.424)
C (2.695, -4.871, 5.628)
C (2.390, -4.492, 6.930)
C (1.463, -5.314, 7.788)
C (2.982, -3.341, 7.440)
C (3.864, -2.579, 6.685)
C (4.536, -1.368, 7.297)
C (4.846, 0.939, 2.277)
C (4.877, 2.231, 2.816)
C (5.555, 2.501, 4.129)
C (4.265, 3.276, 2.124)
C (3.569, 3.062, 0.953)
C (2.953, 4.210, 0.208)
C (3.543, 1.757, 0.425)
C (4.269, 0.714, 1.027)
C (4.441, -0.614, 0.340)
C (-2.668, -2.582, 3.647)
C (-3.269, -2.008, 2.493)
C (-4.144, -0.789, 2.602)
C (-3.061, -2.611, 1.267)
C (-2.318, -3.786, 1.143)
C (-2.162, -4.462, -0.189)
C (-1.768, -4.363, 2.287)
C (-1.958, -3.810, 3.541)
C (-1.509, -4.552, 4.772)
H (1.716, 3.214, 10.001)
H (0.280, 4.239, 10.048)
H (1.387, 4.352, 8.690)
H (1.178, 0.947, 9.559)
H (0.845, -1.313, 9.102)
H (0.226, -1.713, 7.493)
H (-0.857, -1.731, 8.885)
H (-2.385, 2.163, 5.081)
H (-2.857, 3.483, 6.160)
H (-3.626, 1.901, 6.296)
H (-1.117, 3.995, 7.639)
H (-3.443, -0.374, 8.443)
H (-5.036, -2.068, 7.647)
H (-4.728, -3.140, 5.429)
H (7.421, 0.132, 2.461)
H (8.325, -1.793, 3.703)
H (6.838, -3.239, 5.037)
H (3.993, -3.755, 2.735)
H (3.076, -5.238, 3.046)
H (4.800, -5.166, 3.401)
H (2.250, -5.775, 5.220)
H (0.910, -6.042, 7.194)
H (0.749, -4.679, 8.316)
H (2.028, -5.865, 8.542)
H (2.775, -3.047, 8.465)
H (4.379, -1.345, 8.375)
H (4.148, -0.427, 6.897)
H (5.610, -1.366, 7.106)
H (5.197, 1.818, 4.900)
H (5.387, 3.526, 4.458)
H (6.634, 2.348, 4.044)
H (4.336, 4.285, 2.522)
H (2.704, 5.032, 0.878)
H (2.055, 3.913, -0.328)
H (3.664, 4.589, -0.530)
H (3.211, 1.633, -0.601)
H (3.986, -0.611, -0.649)
H (4.008, -1.432, 0.920)
H (5.504, -0.836, 0.229)
H (-3.746, -0.055, 3.303)
H (-5.133, -1.073, 2.967)
H (-4.267, -0.312, 1.630)
H (-3.497, -2.164, 0.380)
H (-2.656, -3.904, -0.983)
H (-2.599, -5.461, -0.153)
H (-1.108, -4.582, -0.449)
H (-1.208, -5.290, 2.199)
H (-0.677, -5.214, 4.543)
H (-2.336, -5.166, 5.144)
H (-1.213, -3.887, 5.582)
S (-0.636, 3.505, -2.063)
C (-0.085, 2.584, -0.960)
N (0.351, 1.846, -0.097)
C (0.760, 4.081, 4.660)
S (1.499, 2.660, 3.896)
O (0.838, 1.472, 4.880)
O (0.756, 2.621, 2.582)
O (2.017, 0.362, 2.751)
H (-0.271, 3.830, 4.907)
H (0.794, 4.873, 3.911)
H (1.331, 4.352, 5.548)


5.
A cluster of 2 separate species, C4H15N2O in total. Source: the OMol25 dataset; level of theory: ωB97M-V/def2-TZVPD.

Orbital gap (spin up / spin down), eV: 2.82 / 10.00
E_HOMO (spin up / spin down), eV: -2.1 / -9.4
DFT total energy, a.u.: -345.93608
Multiplicity: 2
ΔE to the lowest compared entry with this formula, charge and spin, kcal/mol: 87.3
Charge: 0
LUMO energy (spin up / spin down), eV: 0.686 / 0.570

Atoms and positions in Å:
N (1.128, -0.657, -0.814)
C (-0.063, -1.210, -1.304)
C (-1.190, -0.659, -0.431)
N (-0.974, 0.776, -0.167)
C (-2.206, 1.629, -0.230)
C (-0.550, 1.047, 1.256)
H (1.682, -1.262, -0.158)
H (1.691, -0.319, -1.585)
H (-0.168, 0.966, -0.690)
H (-0.258, -0.998, -2.390)
H (0.071, -2.264, -1.194)
H (-2.116, -0.777, -1.139)
H (-1.424, -1.195, 0.434)
H (-2.096, 2.582, 0.315)
H (-2.208, 1.885, -1.272)
H (-3.166, 1.210, 0.062)
H (-0.969, 0.207, 1.795)
H (0.541, 0.786, 1.359)
H (-0.723, 2.093, 1.679)
H (3.106, -0.727, 2.303)
H (3.996, -1.301, 1.167)
O (3.127, -0.819, 1.304)


6.
The ion C11H22N3 with charge +1. Source: the OMol25 dataset; level of theory: ωB97M-V/def2-TZVPD.

Orbital gap, eV: 9.93
E_HOMO, eV: -13.7
DFT total energy, a.u.: -596.27723
ΔE to the lowest compared entry with this formula, charge and spin, kcal/mol: 18.4
Charge: +1
LUMO energy, eV: -3.784

Atoms and positions in Å:
C (-4.250, 0.414, -0.907)
C (-2.952, 1.302, 0.521)
C (3.393, 2.319, 0.774)
C (1.839, -2.236, -1.141)
C (-1.564, -1.812, 1.593)
C (2.573, 1.695, -0.403)
C (1.080, -1.704, 0.093)
C (1.133, 1.607, 0.040)
C (0.289, 0.637, -0.880)
C (-0.142, -0.742, -0.393)
C (-1.136, -0.553, 0.754)
N (-4.090, 1.508, -0.190)
N (-3.265, -0.499, -0.662)
N (-2.448, 0.073, 0.232)
H (-5.123, 0.109, -1.419)
H (-2.449, 2.128, 1.001)
H (4.448, 2.624, 0.526)
H (3.286, 1.639, 1.648)
H (2.811, 3.155, 1.269)
H (1.119, -2.897, -1.733)
H (2.164, -1.523, -1.940)
H (2.753, -2.942, -1.080)
H (-1.731, -2.733, 0.971)
H (-0.705, -2.061, 2.296)
H (-2.479, -1.564, 2.199)
H (2.640, 2.159, -1.485)
H (3.008, 0.706, -0.583)
H (1.685, -1.142, 0.664)
H (0.817, -2.667, 0.630)
H (1.310, 1.275, 1.117)
H (0.508, 2.553, -0.005)
H (0.859, 0.602, -1.934)
H (-0.616, 1.236, -1.064)
H (-0.634, -1.356, -1.127)
H (-0.905, 0.155, 1.542)
H (-3.226, -1.465, -0.922)


7.
A structure of composition C32H41BeN6. Source: the OMol25 dataset; level of theory: ωB97M-V/def2-TZVPD.

Orbital gap, eV: 6.42
E_HOMO, eV: -9.8
DFT total energy, a.u.: -1587.28951
ΔE to the lowest compared entry with this formula, charge and spin, kcal/mol: 2.3
Charge: +1
LUMO energy, eV: -3.377

Atoms and positions in Å:
Be (-1.102, -1.223, 0.901)
N (-1.305, -1.719, 2.659)
C (-1.812, -3.114, 2.658)
C (-1.421, -3.743, 1.329)
N (-1.783, -2.769, 0.278)
H (-0.445, -1.645, 3.193)
H (-1.960, -1.091, 3.113)
H (-2.899, -3.095, 2.738)
H (-1.424, -3.701, 3.489)
H (-1.902, -4.714, 1.203)
H (-0.341, -3.893, 1.297)
H (-2.798, -2.670, 0.217)
H (-1.481, -3.103, -0.631)
N (4.994, -1.509, -2.299)
C (6.357, -1.374, -2.344)
C (7.268, -1.360, -3.397)
C (8.592, -1.178, -3.063)
C (9.002, -1.020, -1.726)
C (8.103, -1.039, -0.685)
C (6.751, -1.219, -0.998)
N (5.651, -1.266, -0.183)
C (4.626, -1.440, -0.977)
C (3.255, -1.492, -0.509)
C (2.150, -1.477, -1.365)
C (0.881, -1.460, -0.834)
N (0.630, -1.468, 0.483)
C (1.691, -1.512, 1.304)
C (2.991, -1.526, 0.864)
H (4.397, -1.672, -3.090)
H (6.952, -1.484, -4.424)
H (9.337, -1.150, -3.847)
H (10.053, -0.876, -1.519)
H (8.417, -0.919, 0.342)
H (2.262, -1.450, -2.440)
H (0.013, -1.406, -1.481)
H (1.483, -1.532, 2.366)
H (3.816, -1.553, 1.561)
C (-4.993, 1.034, -3.290)
C (-4.670, 0.370, -1.979)
C (-5.627, -0.393, -1.318)
C (-5.344, -0.953, -0.078)
C (-6.383, -1.761, 0.654)
C (-4.093, -0.733, 0.486)
C (-3.088, 0.008, -0.159)
C (-3.412, 0.542, -1.411)
N (-1.832, 0.131, 0.465)
C (-1.215, 1.473, 0.622)
C (-2.246, 2.605, 0.782)
C (-1.540, 3.941, 1.043)
C (-0.610, 4.266, -0.130)
C (0.449, 3.168, -0.260)
C (1.264, 3.074, 1.031)
C (0.322, 2.760, 2.196)
C (-0.722, 3.867, 2.333)
C (-0.396, 1.436, 1.927)
C (-0.250, 1.830, -0.526)
H (-5.684, 0.434, -3.882)
H (-4.090, 1.213, -3.872)
H (-5.468, 2.001, -3.110)
H (-6.602, -0.539, -1.770)
H (-7.333, -1.227, 0.693)
H (-6.070, -1.965, 1.678)
H (-6.568, -2.710, 0.148)
H (-3.911, -1.082, 1.500)
H (-2.667, 1.092, -1.970)
H (-2.919, 2.356, 1.609)
H (-2.855, 2.701, -0.115)
H (-2.297, 4.725, 1.135)
H (-0.130, 5.235, 0.034)
H (-1.187, 4.332, -1.057)
H (1.114, 3.397, -1.098)
H (1.784, 4.018, 1.216)
H (2.021, 2.287, 0.940)
H (0.894, 2.677, 3.125)
H (-0.237, 4.828, 2.521)
H (-1.377, 3.657, 3.184)
H (-1.076, 1.212, 2.758)
H (0.346, 0.633, 1.857)
H (0.494, 1.034, -0.625)
H (-0.799, 1.888, -1.468)


8.
A cluster of 2 separate species, C3H10N2Si in total. Source: the OMol25 dataset; level of theory: ωB97M-V/def2-TZVPD.

Orbital gap, eV: 8.63
E_HOMO, eV: -7.8
DFT total energy, a.u.: -519.24934
ΔE to the lowest compared entry with this formula, charge and spin, kcal/mol: 50.3
Charge: 0
LUMO energy, eV: 0.804

Atoms and positions in Å:
C (-0.233, 1.525, 2.411)
C (-0.813, 0.430, 1.953)
C (0.444, -1.961, -0.720)
N (1.431, 0.745, -0.965)
N (-1.376, 0.163, -1.563)
Si (0.017, -0.127, -0.572)
H (-0.575, 1.949, 3.282)
H (0.718, 1.961, 2.132)
H (-1.564, -0.209, 2.235)
H (-0.124, -2.572, 0.096)
H (0.208, -2.396, -1.613)
H (1.510, -2.112, -0.696)
H (1.519, 1.700, -0.728)
H (2.236, 0.212, -1.171)
H (-1.472, -0.263, -2.488)
H (-1.927, 0.956, -1.592)


9.
A structure of composition CCsNO4S2. Source: the OMol25 dataset; level of theory: ωB97M-V/def2-TZVPD.

Orbital gap, eV: 7.28
E_HOMO, eV: -7.8
DFT total energy, a.u.: -1210.35036
ΔE to the lowest compared entry with this formula, charge and spin, kcal/mol: 1.7
Charge: 0
LUMO energy, eV: -0.520

Atoms and positions in Å:
Cs (0.048, -2.432, -1.675)
N (1.802, 1.407, 0.279)
S (2.566, 0.068, 0.476)
O (1.843, -1.177, -0.007)
S (0.408, 1.861, -0.364)
O (-0.480, 0.538, -0.625)
O (-2.348, 0.882, 1.168)
C (-1.888, 0.024, 0.484)
O (-1.952, -1.170, 0.264)